[1]
Molecular formula: H3OPS
Method: DFT, wB97M-V/def2-TZVPD

Results
**Frontier orbital gap**: 10.03 eV
**SMILES string**: OPS
**LUMO energy**: 0.73 eV

Structure (ORCA input):
```
! wB97M-V def2-TZVPD RIJCOSX def2/J DEFGRID3
* xyz 0 1
O 1.065 0.449 -0.881
P 0.062 -0.666 -0.150
S -1.347 0.488 0.911
H 1.989 0.393 -0.614
H -0.980 -1.008 -1.298
H -0.790 0.345 2.031
*
```

***

[2]
Molecular formula: H3PS4
Method: DFT, wB97M-V/def2-TZVPD

Results
**Frontier orbital gap (alpha / beta)**: 6.10 / 6.11 eV
**LUMO energy (alpha / beta)**: -2.94 / -2.94 eV

Structure (ORCA input):
```
! wB97M-V def2-TZVPD RIJCOSX def2/J DEFGRID3
* xyz 0 1
P 0.318 -0.501 -0.206
S 1.478 -1.642 -1.291
S -0.951 2.189 -1.166
S -1.177 -1.655 0.671
S 1.414 0.402 1.354
H -1.316 2.116 0.006
H -0.817 -2.659 -0.357
H 1.051 1.750 0.989
*
```

***

[3]
Molecular formula: H3S2
Method: DFT, wB97M-V/def2-TZVPD

Results
**Frontier orbital gap**: 6.30 eV
**LUMO energy**: 3.67 eV

Structure (ORCA input):
```
! wB97M-V def2-TZVPD RIJCOSX def2/J DEFGRID3
* xyz -1 1
S -1.183 -0.595 1.935
H -1.882 -0.443 0.829
S 1.624 0.567 -1.168
H 0.307 0.599 -1.561
H 1.133 -0.127 -0.034
*
```

***

[4]
Molecular formula: H40KO20
Method: DFT, wB97M-V/def2-TZVPD

Results
**Frontier orbital gap**: 11.01 eV
**LUMO energy**: -2.43 eV

Structure (ORCA input):
```
! wB97M-V def2-TZVPD RIJCOSX def2/J DEFGRID3
* xyz 1 1
K 0.759 2.512 -0.283
O 0.046 -3.540 -2.222
H -0.902 -3.484 -2.198
H 0.245 -3.435 -3.177
O 3.169 -2.342 3.365
H 2.537 -1.611 3.495
H 3.621 -2.423 4.177
O -2.020 3.742 -1.334
H -2.159 2.808 -1.279
H -2.511 3.929 -2.155
O -1.580 -3.175 1.238
H -2.173 -3.862 1.573
H -0.808 -3.717 0.951
O -2.940 0.583 2.983
H -3.104 0.623 3.943
H -2.243 -0.033 2.705
O 3.696 -0.725 1.076
H 4.545 -1.034 0.710
H 3.702 -1.201 1.943
O 1.350 0.126 3.417
H 0.460 -0.034 2.943
H 1.070 0.485 4.286
O 1.787 4.330 1.623
H 2.305 3.614 1.946
H 2.375 5.081 1.386
O 0.366 -4.622 0.110
H 0.403 -4.250 -0.802
H 1.203 -4.999 0.369
O -1.490 2.772 1.850
H -2.057 2.120 2.303
H -1.963 3.649 1.691
O -4.186 0.479 0.219
H -4.923 1.041 -0.068
H -4.032 0.899 1.086
O -1.490 0.912 -0.632
H -2.348 0.846 -0.195
H -1.519 0.175 -1.248
O 2.655 1.817 1.707
H 2.168 1.431 2.534
H 3.328 1.146 1.418
O 0.194 -2.530 -5.048
H 0.625 -3.338 -5.392
H 0.862 -1.959 -4.751
O -2.553 -2.030 -1.407
H -3.302 -1.415 -1.381
H -2.480 -2.312 -0.468
O 0.735 4.664 -1.978
H 1.092 4.752 -2.893
H -0.167 5.059 -1.916
O 0.600 2.089 -2.995
H -0.197 2.605 -2.791
H 0.422 1.169 -3.289
O 1.849 -0.792 -3.506
H 1.550 -0.723 -2.585
H 2.506 -0.138 -3.712
O -0.944 -0.592 1.874
H -1.044 -0.102 1.034
H -0.851 -1.587 1.770
O 1.049 -0.840 -0.763
H 1.943 -0.800 -0.392
H 0.774 -1.815 -0.864
*
```

***

[5]
Molecular formula: H40O20
Method: DFT, wB97M-V/def2-TZVPD

Results
**Frontier orbital gap**: 10.07 eV
**LUMO energy**: -0.59 eV

Structure (ORCA input):
```
! wB97M-V def2-TZVPD RIJCOSX def2/J DEFGRID3
* xyz 0 1
O 0.992 -2.276 -3.504
H 0.638 -1.600 -2.955
H 1.012 -2.962 -3.131
O 1.838 2.751 1.076
H 2.505 2.119 1.296
H 1.377 3.156 1.856
O -0.327 -2.384 4.216
H 0.358 -1.974 4.892
H -0.636 -1.422 3.785
O 4.475 -3.033 -1.641
H 4.695 -3.041 -2.592
H 4.375 -3.972 -1.820
O 2.392 -0.518 1.867
H 1.762 0.176 1.526
H 2.522 -1.232 1.218
O -0.903 2.775 1.031
H 0.078 2.427 0.753
H -0.932 3.545 0.485
O -1.111 -0.694 0.398
H -1.337 0.115 0.710
H -0.219 -0.814 0.895
O 2.700 3.225 -4.381
H 2.449 2.659 -3.529
H 2.342 2.717 -5.109
O -5.000 -0.044 -1.827
H -4.138 -0.568 -1.855
H -5.212 0.164 -2.783
O 4.392 1.539 2.640
H 4.702 2.108 1.907
H 4.758 0.687 2.343
O 1.728 1.259 -3.102
H 1.257 0.419 -3.313
H 2.101 1.292 -2.271
O 0.475 4.940 0.787
H 0.250 5.429 1.528
H 0.973 5.478 0.276
O 1.973 0.452 5.235
H 2.115 -0.382 5.575
H 2.563 0.882 4.623
O 3.761 4.227 -1.444
H 3.871 3.504 -0.911
H 2.985 4.300 -1.779
O -5.308 -1.941 0.814
H -4.602 -1.284 0.866
H -5.834 -1.506 0.150
O -3.218 -4.970 -0.590
H -3.247 -4.644 0.306
H -3.167 -4.097 -0.960
O 0.415 -0.224 -5.644
H 0.674 -0.091 -4.622
H -0.132 0.619 -5.592
O -3.424 -0.190 3.641
H -3.719 0.667 3.872
H -3.372 -0.565 4.579
O -2.554 -2.069 -2.258
H -2.925 -2.771 -2.812
H -2.776 -2.427 -1.335
O -3.387 -3.042 2.479
H -4.327 -3.037 2.610
H -3.063 -2.338 2.970
*
```

***

[6]
Molecular formula: H40O20
Method: DFT, wB97M-V/def2-TZVPD

Results
**Frontier orbital gap**: 10.33 eV
**LUMO energy**: -0.43 eV

Structure (ORCA input):
```
! wB97M-V def2-TZVPD RIJCOSX def2/J DEFGRID3
* xyz 0 1
O -3.335 1.543 -0.181
H -3.318 1.613 -1.134
H -2.813 2.260 0.230
O -3.530 -0.601 3.896
H -4.351 -0.942 3.511
H -3.903 0.211 4.174
O 0.773 -0.940 3.024
H 1.278 -1.294 3.763
H 1.178 -0.076 2.870
O 0.996 3.182 -0.934
H 0.581 3.446 -1.776
H 1.913 3.011 -1.170
O 3.349 -1.805 -3.122
H 2.434 -1.742 -2.826
H 3.687 -0.926 -2.922
O 4.911 -0.598 -0.125
H 5.300 -0.071 0.581
H 5.107 -1.516 0.089
O -0.883 -0.435 0.964
H -0.621 -0.971 1.729
H -1.536 0.185 1.251
O 0.881 -4.117 1.131
H 1.646 -4.599 1.450
H 0.907 -3.212 1.447
O 0.306 0.427 -4.358
H 0.485 0.011 -3.507
H 0.557 -0.098 -5.116
O -3.435 -1.850 -1.089
H -3.104 -2.441 -1.774
H -2.769 -1.873 -0.399
O -0.431 -0.525 -1.783
H -1.370 -0.322 -1.908
H -0.453 -0.693 -0.836
O -1.333 3.285 0.603
H -1.303 3.806 1.420
H -0.414 2.972 0.612
O -0.936 -4.318 3.273
H -1.025 -4.347 2.319
H -0.010 -4.417 3.495
O 3.407 -3.326 2.457
H 3.093 -2.514 2.046
H 2.682 -3.627 3.003
O -2.049 5.534 -2.656
H -2.466 4.763 -3.039
H -1.168 5.337 -2.345
O 2.724 1.224 1.842
H 2.650 2.094 1.482
H 2.986 0.666 1.099
O -1.842 -4.015 -1.499
H -1.263 -4.646 -1.075
H -1.292 -3.827 -2.271
O 4.921 2.912 -0.272
H 4.619 3.820 -0.446
H 4.409 2.842 0.509
O -0.067 3.222 -3.420
H -0.434 2.359 -3.209
H 0.083 3.309 -4.361
O -4.991 0.989 1.968
H -5.674 1.399 1.444
H -4.206 0.840 1.423
*
```

***

[7]
Molecular formula: H40O20
Method: DFT, wB97M-V/def2-TZVPD

Results
**Frontier orbital gap**: 10.23 eV
**LUMO energy**: -0.40 eV

Structure (ORCA input):
```
! wB97M-V def2-TZVPD RIJCOSX def2/J DEFGRID3
* xyz 0 1
O -0.941 -1.479 -1.902
H -1.371 -0.763 -2.479
H -1.185 -1.140 -1.057
O -2.258 0.991 2.779
H -2.991 1.756 2.520
H -2.768 0.264 2.484
O -1.934 -2.490 4.014
H -2.649 -2.988 3.375
H -2.473 -1.988 4.371
O -0.909 4.385 -1.475
H -0.470 5.127 -0.923
H -0.203 4.234 -2.121
O -0.068 -2.424 1.700
H -0.407 -3.248 1.367
H 0.205 -2.209 2.465
O -1.917 -0.484 0.583
H -1.280 -1.196 1.110
H -1.469 0.344 0.900
O 1.077 -1.192 4.543
H 0.172 -1.516 4.303
H 1.173 -0.342 4.599
O 2.088 5.036 -1.324
H 1.788 5.890 -1.437
H 2.262 4.815 -0.541
O 2.081 4.812 2.918
H 1.373 5.267 2.918
H 2.137 4.507 2.023
O 3.758 0.866 -1.662
H 3.735 0.311 -0.933
H 4.685 0.682 -2.054
O -1.238 1.015 -2.967
H -1.755 1.534 -2.285
H -0.375 1.324 -2.799
O -0.344 -1.868 -5.092
H -0.934 -1.030 -5.064
H 0.535 -1.724 -4.748
O 2.069 -5.011 1.463
H 2.297 -4.379 2.182
H 1.274 -5.300 1.734
O 1.194 2.256 -2.932
H 1.103 2.096 -2.030
H 2.145 2.127 -3.186
O -3.003 -2.646 -0.211
H -3.538 -3.110 -0.830
H -2.822 -1.808 -0.596
O 3.126 -1.312 0.453
H 2.846 -1.556 1.363
H 2.155 -1.308 0.140
O 2.156 2.789 0.224
H 2.864 2.183 0.696
H 2.305 2.655 -0.705
O 0.357 -4.530 -3.072
H -0.404 -4.772 -3.445
H 0.333 -3.665 -2.611
O -5.101 -0.946 1.715
H -5.353 -1.641 1.178
H -4.289 -0.588 1.387
O 0.142 1.476 -0.552
H 0.960 1.489 0.141
H 0.053 0.420 -0.614
*
```

***

[8]
Molecular formula: H41O20
Method: DFT, wB97M-V/def2-TZVPD

Results
**Frontier orbital gap**: 10.88 eV
**LUMO energy**: -2.44 eV

Structure (ORCA input):
```
! wB97M-V def2-TZVPD RIJCOSX def2/J DEFGRID3
* xyz 1 1
O -1.329 -1.549 0.685
H -0.438 -1.567 0.184
O 2.853 -3.292 -2.638
H 3.642 -3.961 -2.857
H 2.262 -3.211 -3.321
O -1.904 -1.447 3.181
H -1.397 -0.633 3.443
H -1.899 -2.094 4.014
O 5.013 0.308 -1.675
H 5.954 0.209 -1.737
H 4.673 0.216 -2.545
O 2.048 -0.050 -0.245
H -0.093 -2.994 -0.656
H 2.015 0.822 -0.700
O 0.544 -2.252 -0.849
H -0.708 -5.130 -1.111
H 1.365 -2.614 -1.117
O -1.167 -4.363 -0.891
H -1.989 -4.514 -0.740
H 1.751 2.305 2.273
O 0.425 -0.216 1.623
H -0.199 0.391 2.034
H 1.300 0.034 2.058
O -1.124 2.352 -0.457
H -0.837 1.430 -0.293
H 2.896 -0.345 -0.640
O -1.960 4.691 -3.171
H -1.107 4.939 -2.960
H -1.997 3.881 -3.501
O -3.797 -2.508 -0.030
H -3.874 -2.753 0.906
H -1.243 -1.310 1.721
O 0.569 0.266 4.451
H 0.827 0.677 3.620
H 0.636 0.934 5.088
O 4.517 1.031 2.868
H 4.778 0.161 2.845
H 4.288 1.229 3.757
O 0.659 -0.274 -4.737
H -0.237 -0.596 -5.243
H 1.203 -0.098 -5.471
O -3.698 0.115 -0.569
H -4.730 -2.361 -0.375
H -3.317 0.941 -0.826
O -1.118 4.935 2.932
H -1.365 5.567 2.199
H -1.763 4.314 2.544
O -0.676 0.109 -2.557
H -0.464 -0.226 -1.722
H 0.088 0.165 -3.228
O 0.871 2.337 2.638
H -3.001 -0.331 -0.998
H 0.337 2.939 2.126
O -2.359 -4.476 1.426
H -1.890 -4.037 2.047
H -2.672 -5.325 1.537
O 1.315 4.548 -1.819
H 0.591 5.080 -1.851
H 1.613 4.655 -0.827
H -2.135 -1.392 0.060
H -0.331 2.483 -1.063
*
```

***

[9]
Molecular formula: H41O21
Method: DFT, wB97M-V/def2-TZVPD

Results
**Frontier orbital gap**: 8.40 eV
**LUMO energy**: 2.02 eV

Structure (ORCA input):
```
! wB97M-V def2-TZVPD RIJCOSX def2/J DEFGRID3
* xyz -1 1
O 3.974 2.295 -1.179
H 3.048 2.210 -0.835
H 4.090 1.574 -1.809
O -3.937 2.286 1.786
H 1.268 -0.143 -0.358
H -4.828 2.240 1.434
O -4.633 2.354 -1.782
H 1.601 3.978 -0.422
H -3.659 2.252 -1.763
O 1.626 3.873 0.533
H -2.777 0.005 -1.010
H -1.271 0.440 -4.698
O -0.982 2.301 1.183
H -0.206 1.988 0.695
H -1.735 1.818 0.820
O -2.175 3.233 4.035
H 0.997 -1.350 3.381
H -1.274 3.488 3.798
O 0.310 -1.913 3.751
H -4.606 2.843 -0.943
H -3.813 3.123 2.248
O 3.848 2.029 2.401
H 0.793 3.523 0.868
H -1.970 2.420 4.516
O 0.913 -1.273 -3.334
H 3.901 2.507 1.567
H -1.668 0.673 -1.789
O 0.744 -2.759 0.298
H -0.373 -1.264 3.977
H 0.297 -2.673 -0.545
O -2.445 -2.124 -0.040
H 4.386 -2.007 -0.655
H -2.032 -2.947 0.228
O -3.101 -0.795 -2.887
H -3.946 -0.430 -2.600
H -2.837 -1.475 -2.250
O -2.345 0.861 -1.129
H 1.680 -1.098 -2.771
H 0.512 -2.054 -2.939
O 3.275 -2.656 2.655
H 3.523 -1.761 2.906
H 2.364 -2.570 2.345
O -0.239 -0.405 0.437
H 3.437 -3.688 0.585
H -0.936 0.070 -0.017
O 4.319 -1.038 -0.541
H 4.979 -0.557 -0.042
O -0.695 1.218 -4.736
H 0.732 -1.857 0.680
H -1.117 1.737 -4.038
O -1.648 -0.118 2.541
H -0.890 -4.394 -3.374
H -1.735 0.779 2.154
O -0.344 -4.496 -2.581
H 2.610 -3.355 -0.532
H -0.968 -4.194 -1.909
O 3.554 -3.556 -0.370
H 3.008 1.565 2.448
H -0.966 -0.424 1.839
O 1.492 0.627 -0.982
H 0.800 0.466 -1.633
H -1.928 -1.402 0.380
*
```

***

In kcal/mol, the relative energy (zero: lowest compared OMol25 entry of this formula, charge and spin) values for the records above are, in order, 3.9, 64.1, 6.6, 0.0, 229.7, 78.3, 210.7, 143.5, 73.1.